Entry 1:
The following is a DFT calculation (ωB97M-V/def2-TZVPD) of a 8-piece molecular cluster, C66H59F3O18 overall at a distorted geometry.

Calculated values
SMILES ... COCCCCCCCCCC1=CC(=O)c2cccc(CCOCC(F)(F)F)c2C1=O.O=C1C=CC(=O)C=C1.O=C1C=CC(=O)C=C1.O=C1C=CC(=O)C=C1.O=C1C=CC(=O)C=C1.O=C1C=CC(=O)C=C1.O=C1C=CC(=O)C=C1.O=C1C=CC(=O)C=C1
Multiplicity ... 1
HOMO-LUMO gap ... 7.78 eV
Highest occupied orbital energy ... -9.6 eV
Charge ... 0

Element x y z (Å)
C (-3.048, 3.895, 1.280)
O (-2.216, 3.229, 0.348)
C (-3.018, 2.397, -0.505)
C (-2.993, 0.961, 0.038)
C (-1.554, 0.403, -0.125)
C (-1.573, -1.123, -0.177)
C (-0.214, -1.777, -0.512)
C (1.011, -1.082, 0.089)
C (0.952, -1.080, 1.632)
C (1.005, -2.482, 2.269)
C (0.416, -2.419, 3.697)
C (-0.654, -3.433, 4.017)
C (-1.392, -4.112, 3.152)
C (-2.447, -5.049, 3.643)
O (-2.713, -6.103, 3.086)
C (-3.135, -4.591, 4.905)
C (-4.444, -4.819, 5.134)
C (-4.982, -4.330, 6.295)
C (-4.282, -3.627, 7.218)
C (-2.913, -3.387, 6.996)
C (-2.050, -2.595, 7.965)
C (-1.299, -3.481, 8.958)
O (-0.684, -2.646, 9.950)
C (0.478, -2.043, 9.473)
C (0.583, -0.583, 9.959)
F (1.829, -0.281, 10.351)
F (-0.242, -0.381, 10.988)
F (0.242, 0.288, 8.991)
C (-2.377, -3.888, 5.831)
C (-0.918, -3.666, 5.486)
O (-0.014, -3.700, 6.302)
H (-2.460, 4.303, 2.102)
H (-3.641, 4.687, 0.809)
H (-3.748, 3.175, 1.725)
H (-4.041, 2.775, -0.577)
H (-2.520, 2.385, -1.475)
H (-3.699, 0.347, -0.526)
H (-3.215, 0.928, 1.108)
H (-1.110, 0.803, -1.042)
H (-0.985, 0.805, 0.715)
H (-2.277, -1.392, -0.971)
H (-1.978, -1.539, 0.753)
H (-0.095, -1.742, -1.601)
H (-0.279, -2.836, -0.252)
H (1.074, -0.043, -0.238)
H (1.914, -1.623, -0.207)
H (1.729, -0.445, 2.068)
H (0.009, -0.602, 1.915)
H (2.064, -2.733, 2.380)
H (0.555, -3.240, 1.635)
H (-0.018, -1.430, 3.879)
H (1.201, -2.527, 4.449)
H (-1.287, -3.981, 2.080)
H (-5.051, -5.348, 4.413)
H (-6.041, -4.502, 6.458)
H (-4.779, -3.248, 8.097)
H (-1.400, -1.911, 7.419)
H (-2.704, -1.948, 8.546)
H (-0.512, -4.083, 8.504)
H (-1.994, -4.162, 9.451)
H (1.380, -2.546, 9.846)
H (0.552, -2.021, 8.383)
O (-3.316, -0.007, -3.393)
C (-2.543, 0.271, -4.287)
C (-2.053, 1.655, -4.484)
C (-1.207, 1.955, -5.463)
C (-0.717, 0.919, -6.399)
O (0.057, 1.192, -7.295)
C (-1.204, -0.467, -6.204)
C (-2.051, -0.768, -5.224)
H (-2.422, 2.400, -3.791)
H (-0.840, 2.961, -5.622)
H (-0.833, -1.211, -6.899)
H (-2.418, -1.774, -5.064)
O (-8.710, 2.176, 7.967)
C (-7.697, 1.519, 7.879)
C (-7.713, 0.048, 8.077)
C (-6.600, -0.674, 7.982)
C (-5.295, -0.040, 7.672)
O (-4.277, -0.696, 7.582)
C (-5.278, 1.430, 7.473)
C (-6.391, 2.152, 7.569)
H (-8.675, -0.396, 8.301)
H (-6.594, -1.746, 8.123)
H (-4.316, 1.873, 7.249)
H (-6.400, 3.225, 7.427)
O (1.268, 1.721, -12.725)
C (1.932, 1.084, -11.935)
C (3.050, 0.219, -12.386)
C (3.774, -0.482, -11.517)
C (3.495, -0.427, -10.060)
O (4.157, -1.065, -9.269)
C (2.377, 0.439, -9.610)
C (1.655, 1.138, -10.479)
H (3.239, 0.192, -13.452)
H (4.593, -1.119, -11.828)
H (2.183, 0.469, -8.545)
H (0.836, 1.776, -10.168)
O (6.728, -1.885, -12.931)
C (7.633, -1.289, -12.385)
C (8.376, -0.212, -13.083)
C (9.369, 0.440, -12.483)
C (9.774, 0.117, -11.092)
O (10.677, 0.713, -10.547)
C (9.029, -0.961, -10.396)
C (8.036, -1.613, -10.995)
H (8.065, 0.009, -14.096)
H (9.924, 1.229, -12.975)
H (9.339, -1.182, -9.382)
H (7.480, -2.401, -10.504)
O (4.746, 4.775, 11.129)
C (5.180, 3.644, 11.077)
C (6.627, 3.366, 11.260)
C (7.104, 2.126, 11.201)
C (6.210, 0.967, 10.951)
O (6.646, -0.163, 10.899)
C (4.764, 1.246, 10.767)
C (4.287, 2.486, 10.827)
H (7.262, 4.224, 11.442)
H (8.155, 1.902, 11.331)
H (4.128, 0.390, 10.585)
H (3.236, 2.709, 10.696)
O (-3.592, 1.397, -7.357)
C (-3.649, 1.081, -8.530)
C (-4.914, 0.580, -9.120)
C (-4.987, 0.229, -10.401)
C (-3.807, 0.325, -11.296)
O (-3.876, 0.007, -12.462)
C (-2.541, 0.828, -10.706)
C (-2.468, 1.178, -9.424)
H (-5.764, 0.517, -8.453)
H (-5.901, -0.139, -10.850)
H (-1.690, 0.892, -11.374)
H (-1.555, 1.547, -8.978)
O (1.811, 2.039, -2.442)
C (1.857, 2.868, -1.556)
C (0.638, 3.270, -0.817)
C (0.683, 4.178, 0.152)
C (1.959, 4.829, 0.536)
O (2.004, 5.657, 1.420)
C (3.183, 4.427, -0.203)
C (3.136, 3.516, -1.173)
H (-0.283, 2.789, -1.107)
H (-0.199, 4.481, 0.698)
H (4.105, 4.913, 0.091)
H (4.016, 3.208, -1.723)

Atomic partial charges in e from the Mulliken method, atoms 1 to 6: atom 1 (C): -0.9251, atom 2 (O): -0.1704, atom 3 (C): -0.0305, atom 4 (C): -1.0693, atom 5 (C): 0.4090, atom 6 (C): -0.7545



Entry 2:
The following is a DFT calculation (ωB97M-V/def2-TZVPD) of a 3-piece molecular cluster, C7H12 overall.

Calculated values
Multiplicity ... 1
HOMO-LUMO gap (spin up / spin down) ... 6.50 / 6.50 eV
Energy above the lowest of the compared OMol25 structures with the same formula, charge and spin ... 173.93 kcal/mol
Highest occupied orbital energy (spin up / spin down) ... -7.9 / -7.9 eV
Charge ... 0

Element x y z (Å)
C (-0.370, 1.052, -0.786)
C (-0.856, -2.346, -0.816)
C (-0.648, 2.288, -0.040)
C (-0.058, -1.449, 0.063)
C (-0.565, -0.619, 0.995)
H (0.590, 0.954, -1.272)
H (-1.210, 0.480, -1.154)
H (-1.928, -2.287, -0.617)
H (-0.537, -3.384, -0.682)
H (-0.675, -2.109, -1.871)
H (-1.208, 2.936, -0.739)
H (-1.306, 2.145, 0.819)
H (0.275, 2.766, 0.276)
H (-1.632, -0.585, 1.196)
H (0.099, -0.036, 1.617)
C (2.121, 0.872, 0.335)
C (3.028, 0.502, 1.074)
H (3.863, 0.243, 1.684)
H (1.019, -1.424, -0.080)

Atomic partial charges in e from the natural (NBO) method, atoms 1 to 6: atom 1 (C): 0.0801, atom 2 (C): -0.6747, atom 3 (C): -0.7317, atom 4 (C): -0.0730, atom 5 (C): -0.3948, atom 6 (H): 0.2653



Entry 3:
The following is a DFT calculation (ωB97M-V/def2-TZVPD) of a 2-piece molecular cluster, C3H6NO4 overall at a distorted geometry.

Calculated values
Multiplicity ... 1
HOMO-LUMO gap ... 8.72 eV
Energy above the lowest of the compared OMol25 structures with the same formula, charge and spin ... 44.96 kcal/mol
Highest occupied orbital energy ... -4.8 eV
Charge ... -1

Element x y z (Å)
O (0.265, -2.594, -1.221)
C (0.704, -1.568, -0.738)
C (0.488, -1.398, 0.763)
N (-0.733, -0.653, 1.086)
C (-0.576, 0.841, 0.901)
O (-1.612, 1.494, 1.018)
O (0.576, 1.146, 0.518)
H (1.130, -0.724, -1.297)
H (0.492, -2.328, 1.317)
H (1.354, -0.892, 1.229)
H (-1.595, -1.144, 1.202)
H (-0.075, 2.649, -2.128)
H (0.594, 1.849, -0.990)
O (0.737, 2.183, -1.918)

Atomic partial charges in e from the natural (NBO) method, atoms 1 to 6: atom 1 (O): -0.5689, atom 2 (C): 0.4302, atom 3 (C): -0.3209, atom 4 (N): -0.7338, atom 5 (C): 0.8960, atom 6 (O): -0.7545



Entry 4:
The following is a DFT calculation (ωB97M-V/def2-TZVPD) of C24H28AgCl2N4 as an isolated structure at a distorted geometry.

Calculated values
Multiplicity ... 1
HOMO-LUMO gap ... 3.77 eV
Energy above the lowest of the compared OMol25 structures with the same formula, charge and spin ... 101.85 kcal/mol
Highest occupied orbital energy ... -13.3 eV
Charge ... +3

Element x y z (Å)
Ag (-4.622, -0.623, 0.870)
C (-3.418, 1.578, -1.743)
N (-1.957, 1.396, -2.144)
C (-1.579, 0.516, -3.137)
C (-0.276, 0.425, -3.591)
C (0.721, 1.247, -3.111)
C (0.439, 2.033, -2.045)
C (-0.858, 2.112, -1.587)
C (2.095, 1.339, -3.799)
C (3.008, 0.289, -3.969)
C (4.293, 0.543, -4.521)
N (4.549, 1.751, -5.061)
C (3.699, 2.798, -5.036)
C (2.423, 2.544, -4.468)
C (5.857, 2.054, -5.653)
H (-3.701, 0.664, -1.220)
H (-4.076, 1.897, -2.551)
H (-3.443, 2.371, -0.995)
H (-2.424, 0.053, -3.624)
H (-0.151, -0.351, -4.332)
H (1.161, 2.646, -1.526)
H (-1.041, 2.669, -0.679)
H (2.792, -0.715, -3.634)
H (5.115, -0.137, -4.692)
H (4.059, 3.702, -5.505)
H (1.658, 3.280, -4.271)
H (6.584, 1.263, -5.470)
H (6.303, 2.984, -5.300)
H (5.710, 2.296, -6.706)
C (1.282, 3.152, 3.971)
N (0.641, 1.795, 3.880)
C (1.225, 0.755, 4.586)
C (0.678, -0.515, 4.412)
C (-0.401, -0.733, 3.571)
C (-0.993, 0.358, 2.938)
C (-0.467, 1.604, 3.086)
C (-0.991, -2.084, 3.363)
C (-2.407, -2.277, 3.241)
C (-2.918, -3.562, 3.081)
N (-2.116, -4.640, 3.203)
C (-0.806, -4.506, 3.460)
C (-0.249, -3.213, 3.509)
C (-2.643, -6.003, 2.995)
H (2.359, 3.091, 3.818)
H (1.149, 3.342, 5.036)
H (0.811, 3.810, 3.240)
H (1.965, 1.001, 5.334)
H (1.117, -1.303, 5.006)
H (-1.807, 0.175, 2.253)
H (-0.827, 2.480, 2.567)
H (-3.087, -1.450, 3.096)
H (-3.953, -3.759, 2.843)
H (-0.246, -5.413, 3.633)
H (0.801, -3.154, 3.752)
H (-3.627, -6.265, 3.384)
H (-1.883, -6.711, 3.325)
H (-2.621, -6.097, 1.909)
Cl (-6.607, 0.228, -0.797)
Cl (-6.299, -2.730, 1.805)

Atomic partial charges in e from the natural (NBO) method, atoms 1 to 6: atom 1 (Ag): 0.6700, atom 2 (C): -0.4156, atom 3 (N): -0.2414, atom 4 (C): 0.1226, atom 5 (C): -0.2088, atom 6 (C): 0.0313



| no. | E (hartree) |
| --- | --- |
| 1 | -4204.03308 |
| 2 | -273.63138 |
| 3 | -473.70319 |
| 4 | -2216.66408 |